[1]
Here is C28H32CoFN9O5S as an isolated structure from the OMol25 dataset. Energies are from ωB97M-V/def2-TZVPD.

Calculated values
spin multiplicity	2
calculated total energy	-104378.36166	eV
lowest unoccupied orbital energy (alpha / beta)	-1.8 / -1.8	eV
E_HOMO (alpha / beta)	-5.63 / -5.66	eV
charge	0

Each line ends with the Mulliken charge.
Element x y z (Å)
Co 2.05836 2.15689 -1.26989  -0.890
N -0.94235 2.57888 -5.16257  -0.475
C 0.22667 2.36530 -4.48015  0.455
S 1.37031 3.59208 -4.39369  -0.445
N 0.31784 1.09544 -4.02753  -1.678
N 1.29154 0.89756 -3.15525  1.382
C 1.66621 -0.32345 -2.95681  -0.988
C 2.72942 -0.56673 -2.01049  0.988
C 3.20495 -1.85521 -1.74245  -1.057
C 4.25546 -2.01907 -0.86413  -0.218
C 4.82702 -0.90263 -0.26586  -1.129
C 4.29275 0.33986 -0.55832  -0.027
N 3.27190 0.50600 -1.39934  0.403
H -1.16459 3.53901 -5.35466  0.223
H -1.69564 1.94102 -4.96393  0.215
H 1.23291 -1.14494 -3.52442  0.248
H 2.74743 -2.70125 -2.23865  0.437
H 4.63453 -3.01066 -0.64756  0.418
H 5.65467 -0.98499 0.42341  0.410
H 4.66870 1.24318 -0.09774  0.517
F -3.45646 -1.53566 -1.29204  -0.369
C -2.68683 -1.31114 -0.18579  0.443
C -1.58756 -0.51013 -0.30509  -0.954
C -0.77305 -0.29594 0.80269  0.251
C 0.40958 0.57462 0.63517  1.382
O 0.62196 0.98654 -0.50131  -0.351
C 1.15505 0.84625 1.83506  0.264
C 0.76768 0.23446 2.97756  -0.818
N -0.27977 -0.63638 3.11436  0.282
C -0.54090 -1.25184 4.38735  -0.335
C 0.61547 -1.80247 5.15814  -0.960
C -0.36313 -2.73958 4.51310  -0.388
C -1.09351 -0.88906 2.02870  -0.420
C -2.24331 -1.68142 2.12806  -0.894
C -3.04450 -1.91435 1.02154  -0.324
N -4.18347 -2.75663 1.18564  0.174
C -5.37538 -2.60364 0.38556  -0.922
C -5.40876 -3.49845 -0.85078  -0.643
N -5.14132 -4.92156 -0.42233  -0.121
C -3.84462 -5.03685 0.33834  -0.710
C -3.94064 -4.12927 1.55953  -0.757
C 2.38514 1.77321 1.93705  -0.037
O 2.85301 1.90069 3.07453  -0.857
O 2.78250 2.28222 0.86320  -0.266
H -1.32400 -0.04033 -1.24678  0.684
H 1.33426 0.45331 3.87366  0.783
H -1.34507 -0.79306 4.95287  0.399
H 0.59684 -1.68803 6.23182  0.258
H 1.59428 -1.71706 4.70841  0.355
H -1.05580 -3.28199 5.14265  0.273
H -0.03133 -3.26502 3.62747  0.225
H -2.54003 -2.09472 3.08175  0.808
H -5.49499 -1.56933 0.07290  0.443
H -6.24012 -2.85321 1.01660  0.411
H -4.62460 -3.23956 -1.55505  0.474
H -6.37782 -3.47973 -1.34723  0.341
H -5.13457 -5.53468 -1.23649  0.349
H -5.90217 -5.23778 0.18318  0.368
H -3.05354 -4.70834 -0.33542  0.361
H -3.70244 -6.08501 0.59731  0.419
H -3.01599 -4.20602 2.12668  0.410
H -4.75309 -4.48549 2.20800  0.342
C 3.98900 5.84909 -1.46439  -1.786
C 3.05905 4.68512 -1.37680  0.513
N 3.36691 3.49507 -1.74869  0.954
O 4.64433 3.30114 -2.26850  -0.627
C 1.71305 4.83024 -0.87840  0.394
C 1.12550 6.12411 -0.42560  -1.885
N 1.02721 3.70777 -0.89083  1.487
O -0.18327 3.65155 -0.53877  -0.896
H 4.81097 5.63985 -2.14232  0.448
H 4.39682 6.05865 -0.47287  0.310
H 3.45063 6.73534 -1.79744  0.386
H 4.50365 2.56749 -2.88086  0.395
H 1.77072 6.62323 0.30129  0.384
H 0.16552 5.91260 0.04058  0.436
H 0.95483 6.81490 -1.25691  0.322

Forces on atoms 1 to 2 (eV/Å):
0.4 -0.3 0.5
0.0 0.0 0.0

---

[2]
Here is C7H12 as an isolated structure from the OMol25 dataset. Energies are from ωB97M-V/def2-TZVPD.

Calculated values
calculated total energy	-7448.32286	eV
lowest unoccupied orbital energy	0.6	eV
E_HOMO	-9.20	eV
charge	0

Each line ends with the Mulliken charge.
Element x y z (Å)
C -2.17468 -0.22875 -0.33880  -1.584
C -1.06141 0.65844 0.19908  0.915
C -0.08473 -0.14485 1.15865  -1.204
C 1.35618 0.34368 0.78867  0.727
C 2.40338 -0.75260 0.65640  -1.436
C 0.78312 0.93607 -0.42253  0.153
C -0.24149 1.38286 -0.99026  -1.088
H -1.76576 -1.06302 -0.91925  0.367
H -2.75102 -0.64762 0.49803  0.383
H -2.85166 0.33693 -0.98468  0.372
H -1.49488 1.49865 0.75044  0.294
H -0.32466 -0.00575 2.21715  0.352
H -0.15650 -1.21321 0.92485  0.365
H 1.70282 1.12338 1.47652  0.315
H 2.05838 -1.54452 -0.01598  0.356
H 2.60090 -1.19236 1.63991  0.349
H 3.34700 -0.35699 0.26781  0.371
H -0.46160 0.56179 -3.17297  -0.207
H -0.88340 0.30785 -3.73304  0.200

Forces on atoms 1 to 2 (eV/Å):
0.0 0.0 0.0
-0.3 -0.1 0.2

---

[3]
Here is a 8-piece molecular cluster, C16H26Cl4N6 overall from the OMol25 dataset. Energies are from ωB97M-V/def2-TZVPD.

Calculated values
structure (SMILES)	ClCCCl.ClCCCl.CC#N.CC#N.CC#N.CC#N.CC#N.CC#N
calculated total energy	-76042.90591	eV
lowest unoccupied orbital energy	0.3	eV
E_HOMO	-10.75	eV
charge	0

Each line ends with the Mulliken charge.
Element x y z (Å)
C -3.50641 0.24868 -4.11449  -0.897
C -3.23911 0.97101 -2.87507  0.443
N -3.00757 1.54133 -1.90358  -0.440
H -3.55880 -0.81725 -3.89955  0.234
H -2.71699 0.46639 -4.82958  0.317
H -4.45787 0.56319 -4.53481  0.353
C 0.05618 -0.89291 -2.99559  0.290
C -0.70264 -2.12673 -2.79690  0.305
N -1.29811 -3.09622 -2.64042  -0.496
H -0.50508 -0.25697 -3.67798  0.105
H 1.04465 -1.15241 -3.35804  0.059
H 0.15254 -0.34850 -2.05761  -0.319
C -3.28580 -2.36865 3.52833  -0.695
C -2.11053 -3.17860 3.27509  0.361
N -1.19786 -3.82450 3.02703  -0.390
H -3.13607 -1.34651 3.18820  0.189
H -3.64848 -2.36283 4.55105  0.321
H -4.10682 -2.78426 2.93335  0.222
C -4.31581 -2.20466 -0.89740  -0.358
C -5.38731 -1.59208 -0.12180  0.217
N -6.23039 -1.10000 0.48268  -0.431
H -4.26285 -3.26970 -0.66877  0.358
H -3.35726 -1.74593 -0.68422  0.011
H -4.55989 -2.13139 -1.95512  0.194
C 1.45827 1.65513 5.70662  -0.795
C 0.93366 2.05276 4.40903  0.390
N 0.48861 2.38855 3.40049  -0.426
H 2.32927 1.01066 5.56029  0.269
H 0.70269 1.08821 6.24706  0.311
H 1.79511 2.51231 6.27979  0.276
C -1.14992 0.39408 0.99257  -0.525
C 0.13399 0.70820 0.42619  0.279
N 1.15081 0.97016 -0.01547  -0.369
H -1.93863 0.69065 0.30130  0.182
H -1.25488 0.93308 1.93060  0.333
H -1.19561 -0.68575 1.14736  0.134
Cl 5.71023 -0.10879 1.77172  -0.202
C 4.69717 1.25710 1.24744  -0.116
C 3.67711 1.64805 2.29719  -0.470
Cl 4.43315 2.47166 3.70140  -0.213
H 4.17264 0.99787 0.33435  -0.044
H 5.37331 2.08568 1.04209  0.380
H 3.12100 0.77978 2.63697  0.320
H 2.98536 2.36525 1.87178  0.311
Cl 2.36470 2.54816 -3.52549  -0.173
C 3.50277 1.32589 -2.91589  -0.308
C 4.15658 0.55924 -4.00807  -0.453
Cl 2.97174 -0.34298 -4.97819  -0.181
H 2.91761 0.66590 -2.27893  0.167
H 4.25321 1.82914 -2.31253  0.313
H 4.82112 -0.17999 -3.56331  0.291
H 4.72719 1.18953 -4.68116  0.370

Forces on atoms 1 to 2 (eV/Å):
-0.1 0.1 0.2
0.1 0.2 0.3

---

[4]
Here is C38H29ClCrN9O2PS2 as an isolated structure from the OMol25 dataset. Energies are from ωB97M-V/def2-TZVPD.

Calculated values
spin multiplicity	4
calculated total energy	-129283.29860	eV
lowest unoccupied orbital energy (alpha / beta)	-3.5 / -3.5	eV
E_HOMO (alpha / beta)	-10.35 / -10.37	eV
charge	+1

Each line ends with the Mulliken charge.
Element x y z (Å)
Cr -1.39252 0.89803 0.26563  -1.419
Cl -2.23845 -4.90394 -3.62586  -0.219
C -1.79699 -3.38467 -2.92315  0.048
C -1.76720 -2.23625 -3.72225  -0.835
C -1.38652 -1.02802 -3.19179  -0.340
C -1.06057 -0.90447 -1.83595  0.701
O -0.62898 0.25694 -1.36133  -0.050
C -1.14884 -2.05882 -1.02442  -0.005
C -0.81161 -1.99724 0.36781  -0.312
N -0.89110 -0.91230 1.05848  1.294
C -0.31097 -0.81284 2.34645  -0.339
C -0.29503 -1.77525 3.31237  -0.371
C 0.36175 -1.52491 4.53787  -0.890
C 0.99703 -0.33788 4.76756  -1.095
C 0.99501 0.67410 3.77598  1.944
C 1.66340 1.91401 3.90259  -1.087
C 1.62483 2.80862 2.87109  -1.246
C 0.88047 2.49802 1.71806  -0.232
N 0.23122 1.36690 1.57376  1.615
C 0.31167 0.43687 2.57486  -0.959
C -1.47652 -3.30295 -1.59450  -0.944
H -2.03993 -2.31160 -4.76624  0.421
H -1.33936 -0.14568 -3.81627  0.525
H -0.43488 -2.90285 0.84483  0.403
H -0.79078 -2.72429 3.15159  0.655
H 0.36097 -2.29359 5.29854  0.453
H 1.51019 -0.15684 5.70327  0.449
H 2.21048 2.13456 4.81088  0.496
H 2.14266 3.75519 2.92688  0.527
H 0.81560 3.20226 0.89815  0.387
H -1.50148 -4.19024 -0.97385  0.538
N -0.28715 2.77013 -2.43687  -0.173
C -0.96025 3.42368 -1.49159  0.195
N -1.44691 2.85142 -0.40211  1.280
C -2.03560 3.78247 0.44739  -0.891
C -2.01516 5.05179 0.00357  -0.283
S -1.22887 5.13321 -1.53575  -0.221
C -2.59147 3.23673 1.68266  -0.612
C -3.19826 3.88066 2.69922  -0.352
S -3.76756 2.74568 3.86300  -0.176
C -3.13436 1.45399 2.90997  -0.045
N -2.51471 1.85462 1.82492  0.511
N -3.26056 0.15083 3.25964  -0.243
H -0.21644 1.75508 -2.35057  -0.196
H -0.00785 3.23139 -3.28358  0.243
H -2.41979 5.93526 0.46639  0.488
H -3.36360 4.93713 2.82291  0.489
H -3.87074 -0.05356 4.03517  0.303
H -3.38078 -0.46687 2.46124  0.057
O -3.08484 0.33880 -0.50565  0.294
N -3.77158 -0.41166 0.32552  0.216
C -4.65653 -1.17286 -0.22724  0.715
C -5.42215 -2.00134 0.66179  -0.093
N -6.03764 -2.64426 1.38746  -0.446
C -4.84697 -1.24253 -1.64896  0.105
N -4.99920 -1.30511 -2.78502  -0.513
C 4.45770 1.01876 -1.08595  -1.393
P 2.68019 0.51618 -0.95816  0.964
C 2.92468 -1.00086 0.04972  0.631
C 2.80541 -0.79327 1.42628  -0.621
C 3.01114 -1.82220 2.33209  -0.273
C 3.32387 -3.09402 1.87181  -0.970
C 3.46133 -3.31290 0.50876  -0.820
C 3.27584 -2.27357 -0.39509  -0.257
C 2.39323 -0.02571 -2.68746  0.610
C 2.74425 0.88958 -3.68774  -1.103
C 2.51876 0.61288 -5.02603  -0.725
C 1.93317 -0.59081 -5.39952  -0.812
C 1.55330 -1.49187 -4.42004  -0.687
C 1.76555 -1.20534 -3.07626  0.170
H 5.05915 0.24361 -1.56070  0.385
H 4.83363 1.19433 -0.07749  0.447
H 4.55639 1.94763 -1.64595  0.482
H 2.55979 0.20004 1.79008  0.174
H 2.92860 -1.63288 3.39538  0.668
H 3.47878 -3.90486 2.57158  0.441
H 3.73125 -4.29483 0.14170  0.458
H 3.44087 -2.46217 -1.44617  0.566
H 3.20889 1.83149 -3.41946  0.284
H 2.81099 1.33238 -5.78029  0.423
H 1.77299 -0.81908 -6.44491  0.425
H 1.08029 -2.42625 -4.69511  0.499
H 1.41538 -1.91181 -2.33562  0.267

Forces on atoms 1 to 2 (eV/Å):
-0.1 0.2 0.1
0.0 0.0 0.0

---

[5]
Here is an isolated ion of composition C4H9NOS and charge -2 from the OMol25 dataset. Energies are from ωB97M-V/def2-TZVPD.

Calculated values
structure (SMILES)	C[C@H](C[S-])NC[O-]
calculated total energy	-18664.58552	eV
lowest unoccupied orbital energy	6.1	eV
E_HOMO	0.43	eV
charge	-2

Each line ends with the Mulliken charge.
Element x y z (Å)
C 0.58632 -1.02503 -1.07779  -1.246
C -0.05348 0.06766 -0.21157  0.280
C 1.06414 1.00917 0.27091  -0.942
S 1.88014 2.07263 -0.99966  -0.800
N -0.75088 -0.49946 0.93929  -0.350
C -2.11274 -1.09221 0.66008  -0.242
O -2.46188 -2.06445 1.50854  -0.922
H -0.14523 -1.68908 -1.55076  0.343
H 1.25868 -1.60803 -0.43809  0.298
H 1.20731 -0.56855 -1.85977  0.332
H -0.77802 0.61235 -0.81962  0.269
H 0.64084 1.61992 1.06044  0.362
H 1.86279 0.38825 0.68764  0.165
H -0.20810 -1.22043 1.39938  0.224
H -2.79818 -0.21092 0.69881  0.147
H -2.08777 -1.42660 -0.40655  0.082

Forces on atoms 1 to 2 (eV/Å):
0.2 0.2 -0.4
0.6 -0.7 0.2

---

[6]
Here is C35H57BClN13O4S3Tl as an isolated structure from the OMol25 dataset. Energies are from ωB97M-V/def2-TZVPD.

Calculated values
calculated total energy	-115175.76951	eV
lowest unoccupied orbital energy	-3.0	eV
E_HOMO	-9.66	eV
charge	+1

Each line ends with the Mulliken charge.
Element x y z (Å)
Tl -0.14231 -0.71049 0.53041  0.887
C -3.56219 4.11118 2.56292  -1.643
C -2.39507 3.68400 3.46034  1.418
C -2.20613 4.66278 4.61867  -1.645
C -2.68597 2.29485 4.01137  -2.044
N -1.15307 3.72549 2.62493  0.579
C -0.81786 4.88632 1.94040  -0.706
C 0.26849 4.62368 1.18990  -0.934
N 0.62103 3.31572 1.42222  0.531
B 1.49330 2.37071 0.59540  2.258
N 2.79801 1.97840 1.30256  0.380
C 3.49114 2.64769 2.27684  -1.142
C 4.31080 1.76290 2.87589  -0.550
N 4.09641 0.52679 2.29020  0.632
C 3.15259 0.67495 1.32582  0.144
S 2.54601 -0.48935 0.20213  -0.238
C 4.79617 -0.67962 2.83931  1.507
C 4.34995 -1.97983 2.18577  -2.251
C 4.46968 -0.75442 4.33485  -1.620
C 6.29561 -0.48966 2.61206  -1.692
N 1.67502 2.77028 -0.86742  0.317
C 2.78978 3.24053 -1.52085  -1.156
C 2.57459 3.09781 -2.84054  -0.529
N 1.31890 2.52437 -3.00748  0.448
C 0.78691 2.30403 -1.77393  0.081
S -0.71354 1.61900 -1.30103  -0.233
C 0.87104 2.10315 -4.37124  1.497
C 1.73027 0.90444 -4.77739  -1.457
C 1.07725 3.28045 -5.32805  -1.823
C -0.59875 1.70897 -4.42167  -2.008
C -0.25393 2.76563 2.29760  -0.008
S -0.07105 1.14793 2.84767  -0.350
H -4.49990 3.94577 3.09206  0.478
H -3.57036 3.52101 1.64545  0.299
H -3.51651 5.16600 2.29363  0.406
H -3.10222 4.66506 5.23939  0.436
H -2.03635 5.68144 4.26975  0.373
H -1.35983 4.36206 5.23698  0.372
H -3.64807 2.35197 4.52192  0.600
H -1.93366 1.97503 4.72865  0.405
H -2.74624 1.54428 3.22444  0.269
H -1.37647 5.79664 2.04571  0.540
H 0.81059 5.25544 0.50914  0.633
H 0.88564 1.38619 0.55772  -2.470
H 3.34833 3.69636 2.46716  0.646
H 5.02610 1.91050 3.66223  0.554
H 3.28032 -2.14191 2.30338  0.454
H 4.88628 -2.78508 2.68917  0.714
H 4.58545 -2.01770 1.12535  0.396
H 3.38932 -0.74218 4.48815  0.259
H 4.90514 0.06884 4.89946  0.414
H 4.86975 -1.68253 4.74158  0.473
H 6.51294 -0.40621 1.54684  0.383
H 6.83315 -1.35207 3.00605  0.441
H 6.67528 0.39981 3.11433  0.390
H 3.64658 3.62287 -0.99534  0.626
H 3.20720 3.35144 -3.66863  0.508
H 2.78249 1.17423 -4.87065  0.377
H 1.39100 0.51725 -5.73906  0.458
H 1.64350 0.11268 -4.03050  0.149
H 2.12298 3.56148 -5.43846  0.424
H 0.51557 4.15183 -4.98990  0.410
H 0.71162 2.99940 -6.31504  0.462
H -0.78889 0.79733 -3.86503  0.309
H -0.84470 1.54003 -5.47156  0.647
H -1.24744 2.49236 -4.03299  0.399
Cl -7.36107 -2.19924 -0.86731  -0.230
C -5.81447 -1.73098 -0.22911  0.140
C -5.55662 -0.38367 0.05066  -0.838
C -4.33760 -0.00338 0.55151  0.065
C -3.30646 -0.93640 0.81766  -0.866
O -2.18073 -0.47710 1.29241  0.046
C -3.59079 -2.29130 0.53834  2.111
C -2.64926 -3.36879 0.76297  -1.122
O -1.53584 -3.27439 1.25664  -0.342
C -4.84301 -2.66396 0.01197  -1.269
H -6.32347 0.35420 -0.14716  0.462
H -4.12123 1.04028 0.74229  0.568
H -3.01070 -4.36826 0.45080  0.272
H -5.03429 -3.70973 -0.19715  0.443
N -0.05109 -1.78456 2.99634  -0.055
N 0.45850 -3.05878 3.20691  -0.473
C 1.04717 -3.76260 2.21554  0.130
N 1.41189 -5.00542 2.52251  -0.322
N 1.19954 -3.12879 1.05438  0.265
N 1.84427 -3.77425 0.04926  0.672
O 1.83380 -3.19924 -1.02735  -0.563
O 2.43760 -4.83608 0.20964  -0.831
H 0.27894 -1.14534 3.70827  0.372
H -1.06840 -1.79345 2.93905  0.233
H 0.15149 -3.57044 4.02048  0.215
H 1.21649 -5.39465 3.42741  0.156
H 1.90748 -5.53087 1.81741  0.196
C -0.17456 -4.47957 -3.10339  -0.977
C -0.05310 -3.09284 -3.72895  -0.888
N -1.23701 -2.25045 -3.54743  0.672
C -2.21647 -2.22324 -4.63510  -0.779
C -3.25488 -3.33563 -4.55316  -1.111
C -1.46963 -1.65544 -2.36080  0.822
C -2.70813 -0.82810 -2.21024  -0.617
N -0.65811 -1.80085 -1.35322  0.912
H 0.77963 -5.00046 -3.17420  0.434
H -0.93031 -5.07469 -3.61473  0.345
H -0.44490 -4.42165 -2.04907  0.045
H 0.10894 -3.18366 -4.80242  0.547
H 0.81739 -2.56714 -3.32935  0.320
H -1.65416 -2.30636 -5.56558  0.594
H -2.70340 -1.25157 -4.65589  0.291
H -2.80005 -4.31497 -4.69751  0.296
H -4.01019 -3.19848 -5.32694  0.421
H -3.75731 -3.33350 -3.58528  0.197
H -2.80963 -0.10681 -3.01706  0.418
H -2.66063 -0.28282 -1.27803  -1.115
H -3.59434 -1.46575 -2.19543  0.328
H 0.15699 -2.37709 -1.51966  -0.476

Forces on atoms 1 to 2 (eV/Å):
0.6 0.9 0.2
0.0 0.0 0.0